No. 1
Here is C4H4FeO2 as an isolated structure at a distorted geometry from OMol25. Energies are from wB97M-V/def2-TZVPD.

Output
Calculated total energy = -1567.4726 a.u.
Kohn-Sham gap (alpha / beta) = 7.74 / 7.29 eV
Energy above the lowest of the compared OMol25 structures with the same formula, charge and spin = 30.8 kcal per mole
Molecular weight = 139.92 Da

Geometry as ORCA input:
```
! wB97M-V def2-TZVPD RIJCOSX def2/J DEFGRID3
* xyz 3 6
C 0.702 -0.572 -1.976
O 1.542 -1.406 -1.753
H 2.070 -1.867 -2.447
C -0.284 0.272 -0.904
C 0.045 0.142 0.500
C -0.681 0.199 1.601
O -1.027 0.732 2.611
Fe -1.330 2.121 3.768
H -0.214 1.311 -1.266
H -1.290 -0.066 -1.203
H 0.467 -0.866 1.070
*
```

Atom charges from the Mulliken analysis, given in e for atoms 1 to 5: 0.30, -0.13, 0.49, -0.25, -0.32

***

No. 2
Here is C4H4HgMgO5 as an isolated structure at a distorted geometry from OMol25. Energies are from wB97M-V/def2-TZVPD.

Output
Calculated total energy = -884.4882 a.u.
Kohn-Sham gap (alpha / beta) = 6.82 / 5.17 eV
Energy above the lowest of the compared OMol25 structures with the same formula, charge and spin = 7.3 kcal per mole
Molecular weight = 356.97 Da

Geometry as ORCA input:
```
! wB97M-V def2-TZVPD RIJCOSX def2/J DEFGRID3
* xyz 0 3
O 0.361 1.537 -0.232
O 0.665 -0.395 0.765
C 2.190 -1.940 -0.335
C 3.639 -1.568 -0.175
O 3.781 -0.171 -0.162
C -0.140 0.463 0.224
H 1.786 -2.711 0.328
H 1.722 -1.677 -1.292
H 4.217 -2.004 -1.012
H 4.034 -2.012 0.759
O -1.978 -1.077 0.164
O -2.412 1.051 -0.242
C -1.609 0.120 0.030
Mg 2.244 0.853 0.167
Hg -4.648 -0.399 -0.191
*
```

Atom charges from the Mulliken analysis, given in e for atoms 1 to 5: -0.84, -0.80, -1.06, 0.14, -0.66

***

No. 3
Here is one molecule with the formula C4H4I2 at a distorted geometry from OMol25. Energies are from wB97M-V/def2-TZVPD.

Output
Calculated total energy = -750.0165 a.u.
Kohn-Sham gap (alpha / beta) = 7.07 / 7.83 eV
Energy above the lowest of the compared OMol25 structures with the same formula, charge and spin = 79.1 kcal per mole
Molecular weight = 305.88 Da

Geometry as ORCA input:
```
! wB97M-V def2-TZVPD RIJCOSX def2/J DEFGRID3
* xyz 0 1
C -0.783 -0.366 -0.621
C 0.690 -0.346 -0.797
C -1.137 0.906 -0.074
C 0.205 -1.092 0.314
I -2.349 2.165 -1.129
I -0.131 -3.230 -0.044
H -1.411 -1.127 -1.237
H 1.445 0.437 -0.754
H -0.320 1.268 0.637
H 0.360 -0.943 1.496
*
```

Atom charges from the Mulliken analysis, given in e for atoms 1 to 5: -0.10, -0.35, -0.72, -0.24, 0.10

***

No. 4
Here is one molecule with the formula C4H4IN5 at a distorted geometry from OMol25. Energies are from wB97M-V/def2-TZVPD.

Output
Calculated total energy = -726.1083 a.u.
Kohn-Sham gap (alpha / beta) = 7.70 / 7.70 eV
Energy above the lowest of the compared OMol25 structures with the same formula, charge and spin = 0.0 kcal per mole
Molecular weight = 249.02 Da

Geometry as ORCA input:
```
! wB97M-V def2-TZVPD RIJCOSX def2/J DEFGRID3
* xyz 0 1
I 2.994 2.292 3.831
C 1.179 2.634 2.847
N 0.162 3.404 3.003
N -0.772 3.277 2.112
N -0.564 2.141 1.353
C 0.556 1.455 1.565
N 0.919 0.369 0.933
C -0.046 -0.240 0.047
C -1.004 0.796 -0.395
N -1.333 1.870 0.255
H 1.850 0.109 0.815
H -0.732 -1.013 0.466
H 0.679 -0.678 -0.757
H -1.458 0.657 -1.266
*
```

Atom charges from the Mulliken analysis, given in e for atoms 1 to 5: 0.09, -0.04, -0.17, -0.79, 1.08

***

No. 5
Here is one molecule with the formula C4H4INO at a distorted geometry from OMol25. Energies are from wB97M-V/def2-TZVPD.

Output
Calculated total energy = -582.4480 a.u.
Kohn-Sham gap = 8.11 eV
Energy above the lowest of the compared OMol25 structures with the same formula, charge and spin = 0.0 kcal per mole
Molecular weight = 208.99 Da

Geometry as ORCA input:
```
! wB97M-V def2-TZVPD RIJCOSX def2/J DEFGRID3
* xyz 0 1
O 0.602 -1.164 1.835
C 0.453 -0.338 0.750
C 1.021 0.682 0.027
C 0.154 1.016 -1.065
C -0.833 0.115 -1.116
N -0.720 -0.680 -0.048
I -2.111 -2.057 0.329
H 0.865 -0.727 2.666
H 1.818 1.403 0.320
H 0.259 1.796 -1.779
H -1.509 -0.046 -1.919
*
```

Atom charges from the Mulliken analysis, given in e for atoms 1 to 5: -0.52, 0.43, -0.64, -0.48, -0.14

***

No. 6
Here is C4H4IrO as an isolated structure at a distorted geometry from OMol25. Energies are from wB97M-V/def2-TZVPD.

Output
Calculated total energy = -333.3439 a.u.
Kohn-Sham gap (alpha / beta) = 7.07 / 6.85 eV
Energy above the lowest of the compared OMol25 structures with the same formula, charge and spin = 0.0 kcal per mole
Molecular weight = 260.29 Da

Geometry as ORCA input:
```
! wB97M-V def2-TZVPD RIJCOSX def2/J DEFGRID3
* xyz 2 6
H -1.086 -0.239 1.091
C -1.258 -0.846 -1.435
C -0.304 -0.041 -0.934
C -0.223 0.188 0.510
C 0.872 0.378 1.196
O 1.841 0.578 1.835
Ir 3.093 1.791 2.681
H -1.614 -1.718 -0.883
H -1.531 -0.771 -2.488
H 0.210 0.681 -1.572
*
```

Atom charges from the Mulliken analysis, given in e for atoms 1 to 5: 0.39, -0.57, 0.26, -0.56, 0.85

***

No. 7
Here is C4H4LiO5Tb as an isolated structure at a distorted geometry from OMol25. Energies are from wB97M-V/def2-TZVPD.

Output
Calculated total energy = -1362.2783 a.u.
Kohn-Sham gap (alpha / beta) = 6.82 / 8.36 eV
Molecular weight = 297.94 Da

Geometry as ORCA input:
```
! wB97M-V def2-TZVPD RIJCOSX def2/J DEFGRID3
* xyz 2 7
O -0.490 1.367 -0.776
C -1.148 1.342 0.331
C -0.160 -0.464 -1.074
O -1.038 2.136 1.263
O -1.786 0.187 0.547
C -1.534 -0.792 -0.467
H 0.291 -1.420 -1.371
H -0.074 -0.108 -2.105
H -1.526 -1.761 0.044
H -2.324 -0.761 -1.225
O 1.969 -1.587 0.812
C 1.237 -0.566 0.612
O 1.802 0.583 0.902
Li 0.963 2.299 0.998
Tb 3.820 -0.456 1.510
*
```

Atom charges from the Mulliken analysis, given in e for atoms 1 to 5: -0.39, 0.77, -0.54, -0.67, -0.30

***

No. 8
Here is C4H4MgO2 as an isolated structure at a distorted geometry from OMol25. Energies are from wB97M-V/def2-TZVPD.

Output
Calculated total energy = -505.1035 a.u.
Kohn-Sham gap (alpha / beta) = 6.02 / 6.71 eV
Energy above the lowest of the compared OMol25 structures with the same formula, charge and spin = 119.5 kcal per mole
Molecular weight = 108.38 Da

Geometry as ORCA input:
```
! wB97M-V def2-TZVPD RIJCOSX def2/J DEFGRID3
* xyz 0 1
O -1.266 1.726 0.593
C -0.111 0.913 0.670
H -0.955 0.104 0.480
C 1.118 0.514 0.053
C 1.094 -0.990 0.181
C -0.217 -0.538 -0.371
O -1.528 -0.766 -0.911
H 1.688 1.126 -0.650
H 1.111 -1.453 1.181
H 1.713 -1.562 -0.525
Mg -2.647 0.928 -0.699
*
```

Atom charges from the Mulliken analysis, given in e for atoms 1 to 5: -0.66, -0.01, 0.36, -0.26, -0.32

***

No. 9
Here is an isolated ion of composition C4H4N and charge +1 at a distorted geometry from OMol25. Energies are from wB97M-V/def2-TZVPD.

Output
Calculated total energy = -209.0839 a.u.
Kohn-Sham gap (alpha / beta) = 7.23 / 6.77 eV
Energy above the lowest of the compared OMol25 structures with the same formula, charge and spin = 50.6 kcal per mole
Molecular weight = 66.08 Da

Geometry as ORCA input:
```
! wB97M-V def2-TZVPD RIJCOSX def2/J DEFGRID3
* xyz 1 1
C 1.375 1.900 -2.275
C -0.886 -1.105 0.809
C 0.345 0.491 -0.678
C 0.015 -0.128 0.480
N 0.966 1.182 -1.432
H 2.250 2.402 -2.732
H -1.359 -1.682 -0.075
H 0.410 0.251 1.322
H -0.988 -1.448 1.853
*
```

Atom charges from the Mulliken analysis, given in e for atoms 1 to 5: 0.14, -0.51, 0.43, -0.32, -0.03

***

No. 10
Here is one molecule with the formula C4H4N2 at a distorted geometry from OMol25. Energies are from wB97M-V/def2-TZVPD.

Output
Calculated total energy = -264.2969 a.u.
Kohn-Sham gap = 12.66 eV
Energy above the lowest of the compared OMol25 structures with the same formula, charge and spin = 18.6 kcal per mole
Molecular weight = 80.09 Da

Geometry as ORCA input:
```
! wB97M-V def2-TZVPD RIJCOSX def2/J DEFGRID3
* xyz 0 1
C -0.157 0.699 -0.832
C 0.271 -0.094 0.420
C -0.657 0.019 1.557
N -1.337 0.239 2.466
C 0.535 -1.437 -0.112
N 0.835 -2.287 -0.840
H 0.689 0.632 -1.519
H -0.412 1.735 -0.602
H -1.000 0.200 -1.314
H 1.231 0.294 0.777
*
```

Atom charges from the Mulliken analysis, given in e for atoms 1 to 5: -1.23, 0.59, 0.04, -0.37, 0.13